83
Properties=species:S:1:pos:R:3 method="wB97M-V/def2-TZVPD" s_squared=3.81 orbital_gap_ev="6.18 / 5.99" relative_energy_kj_mol=57.1 total_charge=+1 molar_mass_g_mol=870.5 multiplicity=4
Cr -0.0490 0.5279 0.9001
C -2.3725 2.8340 -3.3058
C -1.3021 1.9515 -3.1852
N -1.3432 0.9103 -2.3670
C -2.4580 0.7650 -1.6552
C -3.5285 1.6387 -1.7810
N -3.4910 2.6722 -2.6127
C -2.5481 -0.4422 -0.7976
C -3.6861 -1.2336 -0.8748
C -3.7660 -2.4216 -0.1658
C -2.6414 -2.8066 0.5595
C -1.5366 -1.9815 0.5922
N -1.5039 -0.7797 -0.0248
C -0.3014 -2.3647 1.3060
C -0.0103 -3.6562 1.7258
N 1.1153 -3.9543 2.3610
C 1.9725 -2.9663 2.5777
C 1.7156 -1.6705 2.1526
N 0.5808 -1.3811 1.5197
C -4.9762 -3.2661 -0.2040
C -5.6804 -3.4576 -1.3859
C -6.8087 -4.2643 -1.3638
N -7.2638 -4.8604 -0.2657
C -6.5881 -4.6690 0.8634
C -5.4422 -3.8917 0.9461
H -2.3216 3.6812 -3.9792
H -0.3992 2.0905 -3.7686
H -4.4311 1.5096 -1.1920
H -4.5081 -0.9075 -1.4979
H -2.6354 -3.7524 1.0821
H -0.6905 -4.4763 1.5368
H 2.8907 -3.2013 3.1002
H 2.4059 -0.8574 2.3249
H -5.3505 -3.0212 -2.3202
H -7.3695 -4.4397 -2.2743
H -6.9790 -5.1582 1.7479
H -4.9503 -3.7600 1.9022
N -3.0042 7.9132 -2.5104
C -2.5780 6.9223 -1.6661
C -1.2630 6.9251 -1.1738
C -0.8177 5.9101 -0.3599
C -1.6777 4.8639 -0.0288
C -2.9911 4.8618 -0.4847
C -3.4375 5.8767 -1.3026
S -1.1326 3.6173 1.0517
O -0.0875 4.1410 1.8841
O -2.2943 3.0200 1.6834
N -0.5300 2.3545 0.1670
C 0.6139 2.4364 -0.5777
N 1.1488 1.1927 -0.6788
C 2.2719 1.0341 -1.3685
C 2.8657 2.1136 -1.9893
C 2.2529 3.3502 -1.8114
N 1.1379 3.5282 -1.1099
H -2.4655 8.7602 -2.5606
H -3.9924 8.0268 -2.6531
H -0.6001 7.7432 -1.4278
H 0.1881 5.9216 0.0332
H -3.6658 4.0746 -0.1801
H -4.4590 5.8705 -1.6617
H 2.6867 0.0349 -1.4174
H 3.7730 2.0074 -2.5630
H 2.6861 4.2436 -2.2476
N 1.3119 1.2971 2.1222
C 1.8164 1.8120 3.0406
C 2.3891 2.2957 4.1811
C 2.1210 1.5262 5.3447
N 1.8377 0.8247 6.2156
C 3.1775 3.4774 4.1633
N 3.8255 4.4282 4.1470
C -1.4361 -1.0584 4.2886
Sb -1.6867 0.6719 3.0638
C -3.7757 0.6037 2.7164
C -1.3245 2.1737 4.4970
H -2.0150 -0.9271 5.2027
H -0.3873 -1.1721 4.5644
H -1.7852 -1.9557 3.7772
H -4.2601 1.3508 3.3418
H -4.1552 -0.3866 2.9650
H -3.9803 0.8389 1.6745
H -2.2723 2.4163 4.9753
H -0.9128 3.0565 4.0170
H -0.6340 1.7780 5.2407



76
Properties=species:S:1:pos:R:3 method="wB97M-V/def2-TZVPD" s_squared=0.86 orbital_gap_ev="6.65 / 6.76" molar_mass_g_mol=701.7 multiplicity=2
Tc 0.7613 -0.6050 -0.3237
C -1.6295 -1.0438 3.2138
C -0.3977 -0.8309 2.3782
O -0.6029 -0.8705 1.0928
C 0.8133 -0.5872 2.9727
C 2.0581 -0.3622 2.3285
C 3.2371 0.0572 3.1518
N 2.2157 -0.5311 1.0353
N 3.5150 -0.3323 0.5370
C 3.4994 -0.3994 -0.7577
O 2.4362 -0.6538 -1.4719
C 4.7755 -0.2439 -1.5028
C 4.8095 -0.5458 -2.8598
C 5.9867 -0.3926 -3.5788
C 7.1309 0.0697 -2.9463
C 7.0999 0.3719 -1.5898
C 5.9278 0.2156 -0.8686
H -2.4414 -1.4066 2.5875
H -1.9420 -0.1031 3.6713
H -1.4375 -1.7589 4.0140
H 0.8190 -0.5363 4.0526
H 2.9634 0.1250 4.2021
H 3.5916 1.0270 2.8009
H 4.0640 -0.6402 3.0248
H 3.9074 -0.8975 -3.3407
H 6.0094 -0.6320 -4.6343
H 8.0467 0.1986 -3.5093
H 7.9927 0.7331 -1.0951
H 5.8864 0.4441 0.1880
C -6.6467 0.8958 2.7437
O -5.3941 1.5134 2.5018
C -5.2050 2.0860 1.2841
C -6.1060 2.0061 0.2306
C -5.7986 2.6327 -0.9741
C -4.5960 3.2865 -1.1572
C -3.7107 3.3897 -0.0803
C -4.0154 2.8003 1.1260
N -4.4237 3.9259 -2.4484
N -3.3298 3.9743 -3.0324
C -2.1966 3.2291 -2.5415
C -1.0386 3.9192 -2.3162
C 0.0746 3.3308 -1.6783
C 0.0310 2.0106 -1.3010
O 0.9484 1.4047 -0.5706
C -1.0818 1.2404 -1.7432
N -0.9687 -0.1045 -1.5361
C -1.9799 -0.8848 -1.8485
C -3.1548 -0.3881 -2.4315
C -3.2662 0.9491 -2.6833
C -2.2156 1.8234 -2.3254
H -6.6393 0.5917 3.7862
H -6.7821 0.0146 2.1113
H -7.4702 1.5936 2.5753
H -7.0418 1.4770 0.3311
H -6.5016 2.6016 -1.7983
H -2.7865 3.9423 -0.1785
H -3.3396 2.8770 1.9678
H -1.0201 4.9716 -2.5741
H 0.9528 3.9157 -1.4392
H -1.8498 -1.9428 -1.6731
H -3.9513 -1.0734 -2.6845
H -4.1559 1.3395 -3.1577
F 3.3631 -5.1925 3.2066
C 2.7149 -4.5870 2.1874
C 1.3511 -4.4055 2.2799
C 0.6971 -3.7755 1.2306
C 1.3887 -3.3382 0.0997
C 0.6891 -2.6121 -1.0004
C 2.7674 -3.5590 0.0447
C 3.4393 -4.1768 1.0852
H 0.8219 -4.7464 3.1598
H -0.3720 -3.6058 1.2932
H -0.3408 -2.9513 -1.1199
H 1.2137 -2.6945 -1.9490
H 3.3218 -3.2317 -0.8263
H 4.5080 -4.3418 1.0516



77
Properties=species:S:1:pos:R:3 method="wB97M-V/def2-TZVPD" s_squared=8.80 orbital_gap_ev="8.08 / 4.42" relative_energy_kj_mol=0.0 total_charge=+3 molar_mass_g_mol=817.0 multiplicity=6
Ir 0.7431 -0.0166 -1.0812
N 2.3965 1.1893 -1.0740
S 2.4907 2.8374 -1.0645
C 1.1506 3.3251 0.0121
C 1.2541 2.8501 1.3190
C 0.3022 3.2394 2.2449
C -0.7251 4.1001 1.8668
C -0.7991 4.5783 0.5682
C 0.1516 4.2009 -0.3726
C 2.0883 3.5849 -2.6486
C 2.4598 4.9257 -2.6620
C 2.2539 5.6934 -3.7992
C 1.7082 5.1134 -4.9331
C 1.3665 3.7671 -4.9336
C 1.5511 2.9985 -3.8008
H 3.3418 0.8198 -1.0339
H 2.0769 2.2087 1.6121
H 0.3818 2.9039 3.2715
H -1.4534 4.4243 2.5991
H -1.5898 5.2559 0.2756
H 0.0988 4.5972 -1.3758
H 2.9167 5.3736 -1.7859
H 2.5377 6.7366 -3.7979
H 1.5551 5.7038 -5.8261
H 0.9515 3.3032 -5.8194
H 1.9120 0.9974 -4.3423
N 1.2583 1.5872 -3.8485
C 0.4098 1.0191 -3.0070
N -0.5436 1.5621 -2.3430
C -1.3141 2.6223 -2.5878
N -2.0217 3.5243 -2.7171
N -2.4156 0.6813 9.0559
C -2.3085 0.6094 7.9154
C -2.1652 0.5117 6.4869
C -2.6819 1.5117 5.6656
C -2.5320 1.4216 4.2927
C -1.8773 0.3244 3.7570
C -1.3732 -0.6851 4.5599
C -1.5112 -0.5864 5.9333
N -1.7143 0.2422 2.3298
C -2.6742 0.5405 1.3817
C -2.0813 0.4039 0.1734
N -0.7693 0.0009 0.3724
C -0.5863 -0.0642 1.6913
H -3.1928 2.3566 6.1061
H -2.9174 2.2027 3.6493
H -0.8995 -1.5543 4.1209
H -1.1291 -1.3632 6.5808
H -3.6810 0.8031 1.6575
H -2.4889 0.5526 -0.8100
H 0.3402 -0.2966 2.1907
C 0.2590 -6.2785 -1.1692
N 1.1554 -5.2494 -0.6525
N 0.9017 -3.9519 -0.7762
C 1.9831 -3.2383 -0.2069
O 2.0322 -2.0188 -0.1850
C 2.9009 -4.2436 0.2830
C 2.3704 -5.4611 -0.0053
C 2.8774 -6.8336 0.2450
C -0.2958 -3.3868 -1.3286
C -1.4945 -3.5243 -0.6432
C -2.6409 -2.9645 -1.1871
C -2.5735 -2.2683 -2.3883
C -1.3616 -2.1234 -3.0539
C -0.2067 -2.6898 -2.5286
H -0.3030 -5.8757 -2.0073
H -0.4262 -6.5986 -0.3825
H 0.8636 -7.1230 -1.4888
H 3.8379 -4.0319 0.7720
H 3.7832 -6.7820 0.8435
H 3.1210 -7.3371 -0.6930
H 2.1434 -7.4366 0.7812
H -1.5333 -4.0617 0.2971
H -3.5879 -3.0785 -0.6769
H -3.4744 -1.8493 -2.8176
H -1.3212 -1.6010 -4.0004
H 0.7382 -2.6318 -3.0562



70
Properties=species:S:1:pos:R:3 method="wB97M-V/def2-TZVPD" orbital_gap_ev=8.44 relative_energy_kj_mol=0.0 total_charge=+1 molar_mass_g_mol=568.6
Sc 0.0477 -0.0491 0.3394
N 2.2750 0.1274 0.3307
C 3.1298 0.0705 1.5226
C 4.4713 0.3727 1.3178
C 5.3677 0.3986 2.3683
C 4.8980 0.1364 3.6448
C 3.5650 -0.1684 3.8410
C 2.6352 -0.2433 2.7935
C 1.2231 -0.5846 3.1561
C 1.0194 -1.4083 4.2677
C -0.2514 -1.6031 4.7863
C -1.3378 -0.9679 4.2089
C -1.1480 -0.2199 3.0532
C 0.1173 -0.0321 2.4848
H 2.3089 1.0860 -0.0255
H 2.7028 -0.4384 -0.4009
H 4.8076 0.6001 0.3122
H 6.4069 0.6392 2.1945
H 5.5658 0.1825 4.4942
H 3.2211 -0.3263 4.8527
H 1.8546 -1.9082 4.7404
H -0.3859 -2.2369 5.6529
H -2.3246 -1.0687 4.6440
H -2.0157 0.2477 2.5906
C -6.9230 0.6296 0.5753
C -6.5231 1.1193 -0.6613
C -5.1883 1.0686 -1.0280
C -4.2396 0.5305 -0.1571
C -4.6510 0.0338 1.0764
C -5.9878 0.0858 1.4418
P -2.4873 0.5095 -0.6125
C -2.4969 0.2067 -2.4066
C -2.8413 -1.0660 -2.8577
C -2.8453 -1.3512 -4.2135
C -2.4942 -0.3703 -5.1305
C -2.1429 0.8962 -4.6876
C -2.1435 1.1871 -3.3304
C -1.7657 2.1482 -0.4003
C -2.4621 3.3564 -0.3625
C -1.7425 4.5347 -0.2823
C -0.3502 4.4958 -0.2525
C 0.3235 3.2846 -0.2723
C -0.3601 2.0614 -0.3279
H -7.9657 0.6680 0.8604
H -7.2509 1.5389 -1.3427
H -4.8826 1.4400 -1.9988
H -3.9287 -0.4002 1.7580
H -6.2978 -0.3019 2.4030
H -3.1204 -1.8385 -2.1482
H -3.1229 -2.3400 -4.5539
H -2.4959 -0.5944 -6.1888
H -1.8708 1.6658 -5.3978
H -1.8657 2.1772 -2.9905
H -3.5452 3.3759 -0.3983
H -2.2588 5.4851 -0.2488
H 0.2046 5.4240 -0.1968
H 1.4090 3.3107 -0.2167
N -0.3342 -6.4747 0.2623
C -0.2313 -5.1346 0.1882
C -1.2992 -4.2935 0.5411
C -1.1453 -2.9348 0.4504
N -0.0143 -2.3319 0.0356
C 1.0042 -3.1421 -0.3010
C 0.9499 -4.5100 -0.2470
H -1.1770 -6.9129 0.5865
H 0.4367 -7.0688 0.0170
H -2.2395 -4.7001 0.8875
H -1.9632 -2.2783 0.7255
H 1.9171 -2.6624 -0.6334
H 1.8144 -5.0921 -0.5349



74
Properties=species:S:1:pos:R:3 method="wB97M-V/def2-TZVPD" s_squared=2.01 orbital_gap_ev="5.83 / 7.64" molar_mass_g_mol=781.8 multiplicity=3
Pt 0.0598 -0.0420 0.2824
S 4.2227 0.2061 2.2311
C 4.5182 -0.2096 0.5694
C 5.7254 -0.3290 -0.1075
C 5.6868 -0.6519 -1.4512
C 4.4685 -0.8635 -2.1065
C 3.2706 -0.7520 -1.4308
C 3.3006 -0.4141 -0.0814
N 2.1934 -0.2320 0.7247
C 2.5164 0.1120 1.9399
C 1.4718 0.4700 2.8858
C 1.7240 0.7644 4.2263
C 0.6736 1.1402 5.0440
C -0.6143 1.2140 4.5209
C -0.8575 0.9082 3.1861
C 0.1791 0.5337 2.3384
H 6.6672 -0.1668 0.3991
H 6.6121 -0.7441 -2.0034
H 4.4690 -1.1156 -3.1583
H 2.3152 -0.9088 -1.9154
H 2.7302 0.6978 4.6263
H 0.8503 1.3700 6.0863
H -1.4356 1.5065 5.1649
H -1.8725 0.9574 2.8035
C -0.6970 4.8203 2.2435
O -1.5214 5.8701 1.7389
C -1.9835 5.9073 0.4668
C -2.9938 6.8550 0.2611
C -3.6048 6.9949 -0.9656
C -3.2238 6.1929 -2.0392
C -2.2109 5.2768 -1.8543
C -1.5738 5.1235 -0.6197
N -0.5325 4.1608 -0.5036
C -0.7315 2.8044 -0.4311
N -2.0186 2.4256 -0.2604
C -2.6295 1.1406 -0.3158
C -1.8942 -0.0475 -0.1906
C -2.5906 -1.2540 -0.3197
C -3.9543 -1.2929 -0.5629
C -4.6651 -0.1104 -0.6548
C -4.0169 1.1066 -0.5173
O -4.8339 2.2149 -0.6469
C -4.8220 3.2344 0.3358
N 0.2671 1.9774 -0.4880
C 1.5808 2.4750 -0.6718
C 2.2718 2.9571 0.4456
C 3.5819 3.3847 0.3695
C 4.2356 3.3329 -0.8586
C 3.5721 2.8620 -1.9721
C 2.2468 2.4233 -1.9027
O 1.7561 1.9852 -3.0891
C 0.4560 1.4223 -3.2306
H -0.6355 5.0065 3.3128
H 0.3038 4.8466 1.8153
H -1.1440 3.8379 2.0772
H -3.2879 7.4593 1.1083
H -4.3906 7.7285 -1.0875
H -3.7042 6.2902 -3.0022
H -1.8785 4.6451 -2.6689
H 0.4257 4.4557 -0.5985
H -2.6577 3.1993 -0.2336
H -2.0434 -2.1847 -0.2365
H -4.4662 -2.2408 -0.6677
H -5.7333 -0.0944 -0.8234
H -5.8308 3.6444 0.3723
H -4.1564 4.0650 0.0770
H -4.5647 2.8388 1.3222
H 1.7415 2.9490 1.3920
H 4.0917 3.7385 1.2556
H 5.2650 3.6533 -0.9463
H 4.0625 2.8038 -2.9343
H 0.4114 1.0799 -4.2623
H -0.3246 2.1677 -3.0681
H 0.2935 0.5808 -2.5539



82
Properties=species:S:1:pos:R:3 method="wB97M-V/def2-TZVPD" orbital_gap_ev=5.14 total_charge=-2 molar_mass_g_mol=1039.7
Yb 1.4278 -0.0561 -0.6200
Cl 2.4182 -3.4309 -0.2654
C 3.8147 -3.4892 0.7057
C 4.3925 -4.7083 1.0609
C 5.6256 -4.7897 1.6947
C 6.3326 -3.6144 1.9609
C 5.7835 -2.3730 1.6286
Cl 6.6488 -0.9469 1.9234
C 4.5199 -2.2742 1.0305
S 3.8996 -0.6671 0.7488
H 3.9141 -5.6351 0.6838
H 6.0893 -5.7015 1.9517
H 7.2484 -3.6089 2.3706
C -1.3016 1.8310 -6.1692
C -0.3654 0.8780 -5.4939
O 0.8720 1.4686 -5.1444
P 1.2140 1.9823 -3.6602
S -0.3021 1.9758 -2.3874
S 2.8284 1.0371 -2.9635
O 1.5606 3.5304 -4.1556
C 2.4897 4.3824 -3.4673
C 1.7847 5.5200 -2.7198
H -2.2264 1.2908 -6.4860
H -0.8267 2.2343 -7.0198
H -1.5704 2.5977 -5.5003
H -0.1467 0.0811 -6.1962
H -0.8333 0.4605 -4.5943
H 3.2029 4.7793 -4.2559
H 3.1128 3.8866 -2.7377
H 1.3447 6.1942 -3.4327
H 2.5276 6.0117 -2.1249
H 0.9440 5.1177 -2.1140
S 0.0126 -1.8586 -2.7231
C -1.6632 -1.5930 -3.0211
C -2.3150 -1.6393 -4.2508
C -3.6751 -1.4430 -4.3710
C -4.3997 -1.0166 -3.2659
C -3.7855 -0.9134 -2.0162
C -2.4356 -1.2104 -1.9104
As -1.4370 -0.8549 -0.3035
C -1.1333 -2.6169 0.5336
C -1.3522 -3.8223 -0.0374
C -1.2982 -5.0229 0.6015
C -0.9296 -5.0643 1.9477
C -0.5987 -3.8522 2.5596
C -0.6350 -2.6819 1.8507
C -2.9355 -0.3825 0.9216
C -3.8686 -1.2715 1.4953
C -4.8728 -0.7784 2.3499
C -4.9530 0.6193 2.5876
C -4.0075 1.4769 2.0936
C -3.0043 0.9851 1.2535
H -1.7319 -1.9412 -5.0844
H -4.3386 -1.4991 -5.2547
H -5.4827 -0.7778 -3.4304
H -4.2661 -0.6237 -1.0641
H -1.6575 -3.8732 -1.0374
H -1.5654 -5.9201 0.0528
H -0.8969 -5.9710 2.4450
H -0.3149 -3.8901 3.6104
H -0.3910 -1.6825 2.2910
H -3.9039 -2.3194 1.2743
H -5.5576 -1.4652 2.8480
H -5.6988 1.1282 3.2211
H -4.1138 2.5303 2.2441
H -2.3213 1.6702 0.8031
O 1.8880 2.0067 1.1524
C 1.0735 1.3918 1.8897
O 0.4869 0.2846 1.6014
C 0.8064 1.9347 3.2092
C 0.1076 1.2423 4.1848
C 0.0166 1.8352 5.4485
C 0.5389 3.0410 5.7195
C 1.2644 3.6830 4.7475
C 1.3573 3.1800 3.4382
N 1.8742 5.0125 5.0999
O 2.4036 5.6747 4.2518
O 1.8424 5.3799 6.2640
H -0.2956 0.2852 3.9307
H -0.6693 1.3946 6.2248
H 0.5450 3.4907 6.6612
H 1.8641 3.7744 2.7117